No. 1
Entry from OMol25: a cluster of 2 separate species, CH2BrClO2S3 in total at a distorted geometry (ωB97M-V with the def2-TZVPD basis set).

```
10
Properties=species:S:1:pos:R:3:nbo_charge:R:1
Cl -1.755 -0.179 1.528 -0.03
Br 2.712 1.165 -0.986 0.09
C -1.626 0.659 -0.102 -0.45
H -1.237 -0.167 -0.790 0.29
S 1.596 -2.325 -0.234 1.30
H -2.575 1.135 -0.272 0.23
S 1.381 1.770 0.642 0.28
S -0.474 2.230 -0.120 0.11
O 0.671 -1.323 -0.695 -0.92
O 1.305 -2.964 1.027 -0.90
```

Summary:
Lowest unoccupied orbital energy (spin up / spin down): -2.228 / -5.158 eV
Highest occupied orbital energy (spin up / spin down): -5.729 / -8.999 eV
Max |F|: 4.24 eV/Å
Multiplicity: 3
Energy: -4418.38108 a.u.
Molar mass: 257.58 g mol⁻¹


No. 2
Entry from OMol25: an isolated molecule of CH2BrN (ωB97M-V with the def2-TZVPD basis set).

```
5
Properties=species:S:1:pos:R:3:nbo_charge:R:1
Br 1.220 0.437 0.248 0.71
H -1.245 0.722 -0.698 0.37
H -1.271 -0.269 0.675 0.37
C 2.024 -1.015 -0.153 -0.29
N -0.728 0.126 -0.071 -1.15
```

Summary:
Energy above the lowest of the compared OMol25 structures with the same formula, charge and spin: 154.2 kcal/mol
Lowest unoccupied orbital energy: -0.689 eV
Highest occupied orbital energy: -8.545 eV
Max |F|: 0.64 eV/Å
Multiplicity: 1
Energy: -2667.80150 a.u.
Molar mass: 107.94 g mol⁻¹